9
Properties=species:S:1:pos:R:3 method="wB97M-V/def2-TZVPD" multiplicity=1 homo_energy_ev=-8.995 lumo_energy_ha=-0.03648 max_force_ev_per_a=4.60 energy_ha=-1095.5718 e_above_lowest_kcal_mol=48.9 gap_ev=8.00
C 0.1455 1.0359 -0.0876
N -0.3509 0.7345 1.0535
N 0.8695 0.4733 -0.9639
O 0.2056 -1.7148 -0.2451
O -1.8362 -1.8281 1.2245
S -0.9695 2.2557 0.3317
S -0.4343 -1.4210 1.1552
H 1.0141 -0.5802 -0.8551
H 1.3562 1.0446 -1.6131

---

21
Properties=species:S:1:pos:R:3 method="wB97M-V/def2-TZVPD" multiplicity=1 homo_energy_ev=-11.384 lumo_energy_ha=-0.13304 total_charge=+1 max_force_ev_per_a=3.44 energy_ha=-345.6341 e_above_lowest_kcal_mol=38.8 gap_ev=7.76
C -0.0209 1.7804 -0.5337
C -0.4670 -1.2968 1.5572
C 0.5362 -1.9287 0.6524
C -0.7959 -0.3095 0.4659
C 0.6372 3.0820 -0.2482
C 0.2323 -3.0920 -0.1964
N -0.5111 1.5541 -1.7530
N -0.1323 0.8963 0.4410
H -1.2976 -1.9445 1.8174
H -0.0616 -0.8270 2.4500
H 1.5101 -1.4759 0.5692
H -1.4438 -0.5836 -0.3421
H 1.3776 2.9862 0.5408
H -0.1031 3.8147 0.0777
H 1.1209 3.4758 -1.1386
H 0.9356 -3.8896 0.0629
H 0.3816 -2.8919 -1.2615
H -0.7797 -3.4552 -0.0345
H -0.4454 2.2618 -2.4646
H -0.9694 0.6902 -1.9880
H 0.2963 1.1532 1.3260

---

44
Properties=species:S:1:pos:R:3 method="wB97M-V/def2-TZVPD" multiplicity=5 homo_energy_ev="-3.978 / -4.038" lumo_energy_ha="0.11083 / 0.10956" total_charge=-1 max_force_ev_per_a=0.57 s_squared=6.02 energy_ha=-4217.1219 e_above_lowest_kcal_mol=0.0 gap_ev="6.99 / 7.02"
Cr -0.1004 0.0929 -0.6121
C -2.3022 -0.4247 -0.2188
C -2.1336 0.8665 0.3732
C -1.2058 0.7453 1.4206
C -0.7859 -0.6204 1.4920
C -1.4996 -1.3469 0.5053
C -1.4277 -2.8192 0.2278
C 0.1989 -1.1580 2.4860
C -0.8130 1.8414 2.3620
C -2.8216 2.1349 -0.0309
C -3.2070 -0.7788 -1.3593
H -2.3105 -3.3505 0.5986
H -0.5555 -3.2743 0.6989
H -1.3570 -3.0311 -0.8418
H -0.2084 -1.1529 3.5020
H 1.1222 -0.5745 2.4940
H 0.4815 -2.1842 2.2516
H 0.0817 1.5830 2.9288
H -1.6105 2.0407 3.0862
H -0.6071 2.7801 1.8444
H -3.5578 2.4453 0.7181
H -3.3514 2.0191 -0.9759
H -2.1233 2.9660 -0.1542
H -4.1385 -1.2337 -1.0067
H -2.7372 -1.4820 -2.0490
H -3.4719 0.0965 -1.9520
C 2.1797 2.5212 0.4222
C 2.7430 1.2096 -0.0115
C 4.0667 0.8252 -0.0485
C 4.0872 -0.5056 -0.5463
C 2.7729 -0.8620 -0.7544
C 2.2235 -2.1439 -1.2888
N 1.9450 0.1796 -0.4330
H 2.9196 3.3150 0.2990
H 1.8674 2.5324 1.4708
H 1.3031 2.8073 -0.1695
H 4.9091 1.4444 0.2246
H 4.9477 -1.1308 -0.7352
H 3.0155 -2.8926 -1.3563
H 1.7859 -2.0295 -2.2848
H 1.4414 -2.5642 -0.6446
Se -0.9363 0.4184 -5.5341
C -0.5351 0.3681 -3.7678
N -0.2948 0.3269 -2.6304